9
Properties=species:S:1:pos:R:3 method="wB97M-V/def2-TZVPD" smiles="C#CC#N.C=O" fmax_ev_per_a=5.90 de_lowest_ev=2.5580 multiplicity=1 orbital_gap_ev=10.5
C 1.88 1.82 0.00
N 1.42 -1.84 -0.37
H -2.39 -1.62 0.73
H -2.40 -0.60 -0.91
O -1.36 0.20 0.48
H 1.74 2.84 0.22
C 1.59 -0.74 -0.16
C 1.61 0.61 -0.09
C -2.08 -0.68 0.09